# 1
A molecular structure, C13H7AsBrINO4S4W. Source: OMol25; level of theory: wB97M-V/def2-TZVPD.

Geometry (Å):
H1 -0.667 -4.752 2.161
C1 3.778 0.789 1.132
I1 1.257 -3.303 0.323
C2 1.738 -0.475 -2.337
C3 -1.050 -5.001 1.180
C4 -2.015 -5.631 -1.353
W1 -0.188 -0.590 -0.095
C5 2.551 0.091 -1.213
H2 -3.492 -6.785 -0.330
S1 -2.060 -0.367 -1.739
C6 -2.156 -5.825 1.044
O1 2.069 -0.537 -3.472
S2 -1.983 -1.598 1.089
N1 1.892 0.033 -0.056
H3 -2.391 -5.869 -2.338
C7 3.849 0.544 -1.270
H4 5.483 1.267 -0.079
S3 -0.775 1.562 0.343
As1 -2.819 0.306 0.174
S4 -4.501 1.180 0.864
O2 0.557 -0.943 -1.852
C8 -2.631 -6.140 -0.220
H5 4.360 0.585 -2.222
O3 0.453 -0.553 1.846
Br1 -0.130 -4.096 -2.795
C9 1.586 0.000 2.264
H6 -2.639 -6.220 1.927
C10 -0.433 -4.505 0.041
C11 4.461 0.912 -0.072
C12 2.476 0.333 1.097
H7 4.230 1.020 2.087
O4 1.906 0.170 3.400
C13 -0.908 -4.803 -1.231

As for the gap between HOMO and LUMO: 0.2096 hartree. The electronic energy comes out at -207418.2678 eV. As for the total charge: +1. As for the energy above the lowest of the compared OMol25 structures with the same formula, charge and spin: 18.82 kcal per mole. For the max |F|, the calculation gives 0.91 eV Å⁻¹. As for the spin multiplicity: 1.

=====

# 2
2 unconnected molecules or ions with the total composition C4H8. Source: OMol25; level of theory: wB97M-V/def2-TZVPD.

Geometry (Å):
C1 4.184 -0.750 -2.505
H1 2.636 -0.408 -1.054
H2 4.153 0.245 -2.964
H3 -4.456 2.206 1.444
C2 -3.720 1.577 1.957
C3 3.333 -1.120 -1.513
H4 4.956 -1.447 -2.852
H5 -4.795 -0.250 1.755
H6 -2.782 2.047 2.275
C4 -3.896 0.295 2.063
H7 3.436 -2.105 -1.044
H8 -3.048 -0.290 2.438

As for the structure (SMILES): C=C.C=C. As for the gap between HOMO and LUMO: 0.4177 hartree. The electronic energy comes out at -4275.6562 eV. As for the energy above the lowest of the compared OMol25 structures with the same formula, charge and spin: 35.44 kcal per mole. For the max |F|, the calculation gives 2.02 eV Å⁻¹. As for the spin multiplicity: 1.

=====

# 3
2 unconnected molecules or ions with the total composition C5H7N. Source: OMol25; level of theory: wB97M-V/def2-TZVPD.

Geometry (Å):
H1 2.837 -0.274 2.217
H2 -0.714 1.115 1.322
H3 0.115 -2.952 0.575
C1 -1.086 0.876 0.366
C2 2.176 -0.601 1.554
H4 -0.432 2.127 -2.475
C3 1.383 -1.215 0.932
H5 0.538 -2.092 -0.829
C4 0.290 -1.973 0.265
N1 -1.126 1.632 -0.576
H6 -2.144 2.653 -2.032
H7 -0.621 -1.500 0.386
C5 -1.216 2.204 -1.703

As for the gap between HOMO and LUMO: 0.3312 hartree. The electronic energy comes out at -6783.2824 eV. As for the energy above the lowest of the compared OMol25 structures with the same formula, charge and spin: 120.61 kcal per mole. For the max |F|, the calculation gives 3.53 eV Å⁻¹. As for the spin multiplicity: 1.

=====

Repeat the first record exactly.
A molecular structure, C13H7AsBrINO4S4W. Source: OMol25; level of theory: wB97M-V/def2-TZVPD.

Geometry (Å):
H1 -0.667 -4.752 2.161
C1 3.778 0.789 1.132
I1 1.257 -3.303 0.323
C2 1.738 -0.475 -2.337
C3 -1.050 -5.001 1.180
C4 -2.015 -5.631 -1.353
W1 -0.188 -0.590 -0.095
C5 2.551 0.091 -1.213
H2 -3.492 -6.785 -0.330
S1 -2.060 -0.367 -1.739
C6 -2.156 -5.825 1.044
O1 2.069 -0.537 -3.472
S2 -1.983 -1.598 1.089
N1 1.892 0.033 -0.056
H3 -2.391 -5.869 -2.338
C7 3.849 0.544 -1.270
H4 5.483 1.267 -0.079
S3 -0.775 1.562 0.343
As1 -2.819 0.306 0.174
S4 -4.501 1.180 0.864
O2 0.557 -0.943 -1.852
C8 -2.631 -6.140 -0.220
H5 4.360 0.585 -2.222
O3 0.453 -0.553 1.846
Br1 -0.130 -4.096 -2.795
C9 1.586 0.000 2.264
H6 -2.639 -6.220 1.927
C10 -0.433 -4.505 0.041
C11 4.461 0.912 -0.072
C12 2.476 0.333 1.097
H7 4.230 1.020 2.087
O4 1.906 0.170 3.400
C13 -0.908 -4.803 -1.231

As for the gap between HOMO and LUMO: 0.2096 hartree. The electronic energy comes out at -207418.2678 eV. As for the total charge: +1. As for the energy above the lowest of the compared OMol25 structures with the same formula, charge and spin: 18.82 kcal per mole. For the max |F|, the calculation gives 0.91 eV Å⁻¹. As for the spin multiplicity: 1.

=====

Question: What is the formula in the second record?
Answer: C4H8

=====

Copy entry 2 word for word.
2 unconnected molecules or ions with the total composition C4H8. Source: OMol25; level of theory: wB97M-V/def2-TZVPD.

Geometry (Å):
C1 4.184 -0.750 -2.505
H1 2.636 -0.408 -1.054
H2 4.153 0.245 -2.964
H3 -4.456 2.206 1.444
C2 -3.720 1.577 1.957
C3 3.333 -1.120 -1.513
H4 4.956 -1.447 -2.852
H5 -4.795 -0.250 1.755
H6 -2.782 2.047 2.275
C4 -3.896 0.295 2.063
H7 3.436 -2.105 -1.044
H8 -3.048 -0.290 2.438

As for the structure (SMILES): C=C.C=C. As for the gap between HOMO and LUMO: 0.4177 hartree. The electronic energy comes out at -4275.6562 eV. As for the energy above the lowest of the compared OMol25 structures with the same formula, charge and spin: 35.44 kcal per mole. For the max |F|, the calculation gives 2.02 eV Å⁻¹. As for the spin multiplicity: 1.